No. 1
{
  "formula": "C19H17NO2",
  "method": "ωB97M-V with the def2-TZVPD basis set",
  "symbols": ["C", "C", "O", "C", "C", "C", "C", "C", "C", "N", "C", "O", "C", "C", "C", "C", "C", "C", "C", "C", "C", "C", "H", "H", "H", "H", "H", "H", "H", "H", "H", "H", "H", "H", "H", "H", "H", "H", "H"],
  "xyz": [[-4.1446, -3.0721, -0.8293], [-3.3096, -2.5043, 0.3165], [-2.6329, -1.3189, -0.0425], [-3.2578, -0.1215, 0.0449], [-4.6105, 0.0722, 0.3031], [-5.1606, 1.3431, 0.2847], [-4.3774, 2.4446, -0.0022], [-3.0235, 2.2727, -0.2311], [-2.4537, 1.0106, -0.1877], [-1.0719, 0.8548, -0.3968], [-0.2447, 0.1451, 0.4310], [-0.6142, -0.3899, 1.4534], [1.1758, 0.1171, -0.0253], [1.5226, 0.1383, -1.3930], [2.8332, 0.0969, -1.7732], [3.8679, 0.0408, -0.8149], [5.2294, 0.0088, -1.1797], [6.2057, -0.0556, -0.2251], [5.8662, -0.0924, 1.1368], [4.5557, -0.0627, 1.5230], [3.5241, 0.0050, 0.5626], [2.1644, 0.0359, 0.9250], [-4.5980, -4.0104, -0.5212], [-4.9299, -2.3802, -1.1238], [-3.5086, -3.2544, -1.6920], [-2.5102, -3.2054, 0.5734], [-3.9241, -2.3436, 1.2096], [-5.2533, -0.7686, 0.5102], [-6.2148, 1.4643, 0.4839], [-4.8108, 3.4321, -0.0362], [-2.3919, 3.1258, -0.4350], [-0.6448, 1.4938, -1.0511], [0.7436, 0.1526, -2.1421], [3.0986, 0.1025, -2.8211], [5.4868, 0.0359, -2.2292], [7.2471, -0.0795, -0.5116], [6.6521, -0.1444, 1.8761], [4.2872, -0.0914, 2.5691], [1.8863, -0.0011, 1.9684]],
  "mulliken_charge": [-1.043, -0.608, -0.384, 1.076, -0.460, -0.855, -0.651, -0.543, -0.026, -0.062, 0.331, -0.617, 0.366, -0.619, -1.189, 0.988, -0.689, -0.512, -0.518, -0.722, 0.778, -0.669, 0.373, 0.325, 0.313, 0.376, 0.395, 0.363, 0.378, 0.371, 0.395, 0.414, 0.496, 0.377, 0.380, 0.388, 0.387, 0.412, 0.483],
  "energy_ev": -25564.6040,
  "homo_energy_ev": -8.18,
  "smiles": "CCOc1ccccc1NC(=O)c1ccc2ccccc2c1",
  "gap_ev": 8.5,
  "fmax_ev_per_a": 0.5,
  "de_lowest_kcal_mol": 4.9
}



No. 2
{
  "formula": "C19H17O4PSc",
  "method": "ωB97M-V with the def2-TZVPD basis set",
  "symbols": ["Sc", "C", "O", "C", "O", "C", "O", "C", "O", "C", "H", "H", "C", "H", "H", "C", "P", "C", "C", "C", "C", "C", "C", "C", "C", "C", "C", "C", "C", "H", "H", "H", "H", "H", "H", "H", "H", "H", "H", "H", "H", "H"],
  "xyz": [[0.0388, -0.9976, -0.7530], [0.4414, 0.0565, 1.2907], [0.8898, 0.6175, 2.2105], [-0.2493, 1.5341, -0.6235], [-0.3672, 2.6841, -0.7358], [-2.1827, -0.6193, -0.6849], [-3.3124, -0.3841, -0.7588], [2.0748, 0.1271, -0.8146], [3.0831, 0.6779, -0.6689], [0.0470, -1.4824, -3.1328], [0.9753, -2.0789, -3.0955], [-0.8868, -2.0667, -3.0682], [0.0391, -0.2261, -3.6013], [-0.8946, 0.2927, -3.8574], [0.9610, 0.3081, -3.8663], [0.8819, -2.9359, 0.2490], [-1.5911, -1.6512, 1.8539], [-1.0969, -2.9060, 3.0212], [-0.3910, -2.8371, 4.2507], [-0.2846, -4.0043, 5.0364], [-0.8948, -5.1996, 4.6464], [-1.5813, -5.2597, 3.4323], [-1.6846, -4.1295, 2.6243], [-2.6337, -0.7129, 2.9610], [-2.6009, 0.6896, 2.8245], [-3.4259, 1.5033, 3.5850], [-4.1642, 0.9787, 4.6603], [-4.1167, -0.3822, 4.8941], [-3.3408, -1.2344, 4.0995], [0.3204, -3.8154, -0.1224], [1.2905, -3.2788, 1.2286], [1.7780, -2.8947, -0.4116], [-0.0033, -1.8948, 4.6148], [0.2450, -3.9680, 5.9859], [-0.8476, -6.0810, 5.2962], [-2.0722, -6.1755, 3.1282], [-2.2953, -4.1812, 1.7298], [-1.9145, 1.1391, 2.0951], [-3.4499, 2.5664, 3.3331], [-4.7400, 1.6420, 5.3073], [-4.6729, -0.8083, 5.7370], [-3.2773, -2.2791, 4.3594]],
  "mulliken_charge": [-0.308, 0.444, -0.143, 0.338, -0.095, 0.535, -0.075, 0.535, -0.084, -0.726, 0.427, 0.442, -0.318, 0.318, 0.334, -1.160, 0.276, 0.709, -0.380, -0.680, -0.430, -0.776, -0.132, 0.921, -0.143, -0.739, -0.404, -0.694, -0.335, 0.450, 0.423, 0.423, 0.480, 0.448, 0.449, 0.448, 0.387, 0.116, 0.421, 0.441, 0.415, 0.445],
  "energy_ev": -58124.2071,
  "homo_energy_ev": [-18.17, -18.17],
  "gap_ev": [5.2, 5.2],
  "charge": 3,
  "fmax_ev_per_a": 6.5
}



No. 3
{
  "formula": "C19H18AuN2O5S",
  "method": "ωB97M-V with the def2-TZVPD basis set",
  "symbols": ["Au", "C", "C", "C", "C", "C", "C", "C", "C", "C", "S", "C", "N", "H", "H", "H", "H", "H", "H", "H", "H", "N", "C", "C", "O", "O", "H", "H", "H", "H", "H", "O", "C", "C", "C", "C", "C", "C", "C", "O", "O", "H", "H", "H", "H", "H"],
  "xyz": [[1.0057, 0.9237, -1.5072], [-1.6198, -2.5978, 1.0473], [-1.9694, -2.7242, -0.4160], [-2.9886, -3.6271, -0.8275], [-3.3044, -3.6820, -2.1492], [-2.5768, -2.8727, -3.0660], [-2.6291, -3.0311, -4.4430], [-1.9508, -2.1650, -5.3130], [-1.2285, -1.0470, -4.7937], [-1.1727, -0.7856, -3.4238], [-0.7047, 0.8387, -3.0275], [-1.6905, -1.7925, -2.4746], [-1.3514, -1.8391, -1.2107], [-1.7276, -3.5578, 1.5717], [-2.2318, -1.8134, 1.5118], [-0.5758, -2.2859, 1.1470], [-3.3578, -4.2878, -0.0388], [-4.0861, -4.3633, -2.5314], [-3.2127, -3.8777, -4.8856], [-1.9762, -2.4004, -6.4120], [-0.7181, -0.3878, -5.4546], [-3.6914, 4.6488, 1.8097], [-2.3012, 4.6915, 2.1992], [-1.4170, 3.5873, 1.5590], [-0.1981, 3.6324, 1.6292], [-2.0727, 2.6318, 0.9014], [-4.3175, 4.6102, 2.6031], [-3.0450, 2.6985, 0.9879], [-4.0066, 5.2025, 0.9958], [-2.2512, 4.5104, 3.2945], [-1.8425, 5.6340, 1.9432], [3.8534, 2.4246, 1.0503], [4.3183, 1.3652, 1.6561], [5.2548, 1.5808, 2.7193], [5.7583, 0.5073, 3.4071], [5.4538, -0.8100, 2.9842], [4.5592, -1.0112, 1.9307], [3.9219, 0.0626, 1.3378], [2.7391, -0.1170, 0.4330], [2.3222, -1.2178, 0.0813], [2.1336, 1.0639, 0.1650], [2.9653, 2.1628, 0.6085], [5.4764, 2.5954, 3.0035], [6.4564, 0.6907, 4.2232], [5.8524, -1.7194, 3.4924], [4.1455, -2.0495, 1.6816]],
  "mulliken_charge": [0.191, -1.040, 0.646, -0.583, -0.708, 0.707, -0.500, -0.421, -0.665, -0.093, -0.457, 0.249, -0.129, 0.401, 0.213, 0.167, 0.327, 0.337, 0.243, 0.278, 0.450, -0.519, -0.224, 0.468, -0.566, -0.438, 0.182, 0.375, 0.186, 0.269, 0.266, -0.675, 0.317, -0.600, -0.342, -0.395, -0.428, 0.374, 0.813, -0.619, -0.858, 0.474, 0.414, 0.334, 0.303, 0.277],
  "energy_ev": -47743.0329,
  "homo_energy_ev": -4.20,
  "gap_ev": 6.6,
  "charge": -1,
  "fmax_ev_per_a": 4.0
}



No. 4
{
  "formula": "C19H18BeF3N5O4S",
  "method": "ωB97M-V with the def2-TZVPD basis set",
  "symbols": ["Be", "C", "C", "N", "N", "C", "O", "C", "C", "C", "C", "C", "C", "C", "C", "C", "C", "C", "N", "H", "H", "H", "H", "H", "H", "H", "H", "H", "H", "H", "H", "C", "N", "C", "C", "N", "C", "H", "H", "H", "H", "H", "H", "F", "C", "F", "F", "S", "O", "O", "O"],
  "xyz": [[0.4626, 0.5038, -0.0840], [-2.2587, -0.3940, 2.9944], [-1.1575, -0.5688, 1.9939], [-0.6545, 0.3885, 1.3150], [-1.1365, 1.6794, 1.5436], [-0.4255, 2.4984, 0.8071], [0.5199, 2.1060, 0.0226], [-0.7083, 3.9506, 0.8972], [-1.9021, 4.4130, 1.4432], [-2.1463, 5.7751, 1.5176], [-1.1976, 6.6779, 1.0542], [-0.0066, 6.2171, 0.5093], [0.2359, 4.8545, 0.4232], [-0.5307, -1.8976, 1.7849], [-0.5164, -2.8501, 2.7964], [0.1750, -4.0306, 2.5788], [0.8244, -4.2181, 1.3703], [0.7444, -3.2127, 0.4157], [0.0748, -2.0828, 0.6115], [-2.8952, 0.4335, 2.6996], [-2.8423, -1.3093, 3.0839], [-1.8503, -0.1477, 3.9780], [-2.6250, 3.6963, 1.8073], [-3.0768, 6.1346, 1.9374], [-1.3894, 7.7417, 1.1129], [0.7327, 6.9203, 0.1487], [1.1524, 4.4759, -0.0088], [-1.0128, -2.6651, 3.7387], [0.2153, -4.7883, 3.3507], [1.3861, -5.1193, 1.1681], [1.2461, -3.3013, -0.5423], [-1.6991, -1.8412, -4.2088], [-1.3266, -0.7798, -3.2865], [-1.3410, 0.5768, -3.5402], [-0.8688, 1.1753, -2.4206], [-0.5800, 0.2075, -1.4835], [-0.8545, -0.9533, -2.0473], [-2.1471, -1.3937, -5.0913], [-2.4241, -2.5071, -3.7457], [-0.8183, -2.4077, -4.5044], [-1.6590, 0.9752, -4.4865], [-0.6971, 2.2167, -2.2154], [-0.7066, -1.9113, -1.5766], [4.5239, -1.5828, -0.1813], [4.2564, -0.6349, -1.0802], [4.9689, -0.8779, -2.1785], [4.6340, 0.5381, -0.5780], [2.4769, -0.6243, -1.5067], [2.1564, -1.9830, -1.8519], [2.3177, 0.3878, -2.5086], [1.8976, -0.2295, -0.1760]],
  "mulliken_charge": [0.141, -1.702, 1.105, 0.840, -1.265, 0.489, -0.508, 0.320, -0.274, -0.690, -0.338, -0.642, -0.333, 0.514, -0.999, -0.341, -1.027, -0.088, 0.039, 0.388, 0.479, 0.330, 0.453, 0.380, 0.383, 0.392, 0.479, 0.407, 0.415, 0.401, 0.557, -0.900, 0.180, -0.405, -0.814, -0.013, -0.006, 0.327, 0.338, 0.331, 0.428, 0.402, 0.466, -0.223, 0.584, -0.215, -0.211, 1.041, -0.672, -0.607, -0.333],
  "energy_ev": -55029.7741,
  "homo_energy_ev": -8.37,
  "gap_ev": 8.3,
  "fmax_ev_per_a": 0.6
}